Entry from the OMol25 dataset: C19H21Cl5IrN2S as an isolated structure (wB97M-V/def2-TZVPD).

Summary:
**Frontier orbital gap (spin up / spin down)**: 0.305 / 0.206 Ha
**Energy above the lowest of the compared OMol25 structures with the same formula, charge and spin**: 0.00 kcal per mole
**Multiplicity**: 2
**Net charge**: +2

The geometry in XYZ format:
```
49
C19H21Cl5IrN2S (wB97M-V/def2-TZVPD)
Ir -0.4641 0.4179 -0.6044
C -0.2841 -2.5247 -0.4873
C -1.7242 -2.1900 -0.8068
N -1.7972 -0.8971 -1.5459
C -1.5962 -0.9397 -3.0197
C -0.1422 -1.0743 -3.4489
S 0.9714 0.0511 -2.5180
C 2.1562 -1.1329 -1.7829
C 1.8951 -1.4267 -0.3102
N 0.4540 -1.3258 0.0411
H 0.2406 -2.8692 -1.3761
H -0.2326 -3.3295 0.2467
H -2.2932 -2.0573 0.1134
H -2.1887 -2.9919 -1.3844
H -2.7336 -0.5249 -1.3980
H -2.0048 -0.0054 -3.4048
H -2.1835 -1.7561 -3.4472
H -0.0642 -0.8103 -4.5025
H 0.2370 -2.0880 -3.3447
H 3.1448 -0.6938 -1.9036
H 2.1367 -2.0291 -2.4007
H 2.4276 -0.7260 0.3200
H 2.2511 -2.4302 -0.0636
H 0.3739 -1.3322 1.0581
C 0.5710 2.2046 0.3469
C 1.7831 1.6667 0.8369
C 1.8264 1.1091 2.1572
C 3.0115 0.6725 2.6846
C 4.1855 0.7690 1.9214
C 4.1702 1.3035 0.6180
C 2.9925 1.7319 0.0745
H 0.6626 2.8998 -0.4826
H -0.1352 2.5051 1.1073
H 0.9079 1.0802 2.7303
H 3.0611 0.2801 3.6912
H 5.1250 0.4395 2.3460
H 5.0995 1.3893 0.0710
H 2.9600 2.1836 -0.9104
Cl -1.2481 -1.0779 2.8162
C -2.1880 0.2055 2.1032
C -1.8421 0.6999 0.8585
C -2.6589 1.7053 0.3848
Cl -2.0402 2.2233 -1.2105
C -3.7503 2.2653 1.0067
Cl -4.6379 3.5169 0.2681
C -4.0679 1.7418 2.2675
Cl -5.4013 2.3712 3.1209
C -3.2865 0.7142 2.8124
Cl -3.6797 0.0854 4.3503
```